1.
ORCA calculation (the ωB97M-V functional and the def2-TZVPD basis) on a gas-phase ion, C5H14Br2N4O (charge +2) in a non-equilibrium geometry.

```
! wB97M-V def2-TZVPD RIJCOSX def2/J DEFGRID3
* xyz 2 1
C -0.137 0.518 -0.087
C 1.183 -3.770 2.352
C 0.352 3.752 -0.166
C -1.922 2.918 -1.237
C 0.796 -5.041 1.641
N -0.617 1.719 0.310
N -0.532 -0.624 0.732
N -0.588 2.608 -0.728
N -0.131 -1.848 0.481
O 0.644 0.267 -1.008
Br -1.174 -0.048 2.573
Br 1.751 -2.400 0.896
H 0.340 -3.327 2.993
H 0.709 -5.847 2.484
H 2.094 -3.933 2.934
H 0.977 3.197 0.474
H 0.823 4.209 -0.994
H -0.242 4.554 0.267
H -1.826 3.823 -1.989
H -2.450 1.967 -1.642
H -2.502 3.174 -0.293
H 1.619 -5.576 1.052
H -0.149 -5.068 1.115
H -1.356 1.945 1.011
H 0.007 2.196 -1.427
H 0.080 -1.895 -0.585
*
```

Computed properties:
- HOMO: -17.24 eV
- Orbital gap: 8.719 eV
- Energy relative to the best compared isomer or geometry (same formula, charge and spin): 10.0 kcal/mol

2.
ORCA calculation (the ωB97M-V functional and the def2-TZVPD basis) on a molecular structure, C5H14ClCoO3 in a non-equilibrium geometry.

```
! wB97M-V def2-TZVPD RIJCOSX def2/J DEFGRID3
* xyz 1 4
Co 0.122 0.533 4.508
Cl 1.124 0.631 2.320
C 0.776 2.351 -1.704
C -0.267 2.710 -0.581
O 0.293 3.292 0.552
O 1.557 1.318 -1.143
H 1.456 3.144 -2.002
H 0.210 1.979 -2.563
H -0.808 1.775 -0.407
H -1.043 3.376 -0.970
H 0.584 2.471 0.986
H 0.918 0.565 -1.009
C 0.600 -2.804 0.436
C -0.299 -1.869 -0.404
C -1.684 -1.923 0.289
O 0.151 -0.532 -0.425
H 1.629 -2.497 0.209
H 0.572 -3.842 0.115
H 0.483 -2.602 1.498
H -0.360 -2.169 -1.447
H -2.489 -1.621 -0.394
H -1.735 -1.223 1.124
H -2.051 -2.915 0.553
H 0.261 -0.150 0.460
*
```

Computed properties:
- HOMO (alpha / beta): -13.76 / -12.26 eV
- Orbital gap (alpha / beta): 9.062 / 4.046 eV
- Energy relative to the best compared isomer or geometry (same formula, charge and spin): 0.0 kcal/mol

3.
ORCA calculation (the ωB97M-V functional and the def2-TZVPD basis) on a molecular structure, C5H14ClIrMn in a non-equilibrium geometry.

```
! wB97M-V def2-TZVPD RIJCOSX def2/J DEFGRID3
* xyz -2 10
Ir 1.547 -1.138 -0.998
Cl 2.237 -2.312 -2.808
C 1.498 0.949 -0.453
C -0.438 -1.301 -1.422
H 1.263 1.592 -1.300
H 1.198 1.543 0.507
H 2.569 0.919 -0.224
H -0.474 -0.885 -2.445
H -1.213 -0.836 -0.763
H -0.583 -2.394 -1.527
Mn -0.302 0.545 0.476
C -1.915 0.097 1.520
C -1.260 2.182 0.024
H -2.799 0.511 1.007
H -2.018 -0.987 1.675
H -1.779 0.616 2.485
H -2.355 2.224 -0.233
H -0.638 2.677 -0.787
C 1.173 -0.872 1.088
H 0.514 -1.512 1.676
H 1.686 -0.168 1.748
H 2.089 -1.449 0.753
*
```

Computed properties:
- HOMO (alpha / beta): 3.15 / -0.20 eV
- Orbital gap (alpha / beta): 2.013 / 4.645 eV
- Energy relative to the best compared isomer or geometry (same formula, charge and spin): 65.0 kcal/mol

4.
ORCA calculation (the ωB97M-V functional and the def2-TZVPD basis) on a molecular structure, C5H14ClMnO3RhS in a non-equilibrium geometry.

```
! wB97M-V def2-TZVPD RIJCOSX def2/J DEFGRID3
* xyz -1 9
Mn 2.233 0.553 -0.389
Cl 1.014 1.782 1.048
C 2.284 1.651 -2.140
C 3.920 0.218 0.740
H 3.275 1.581 -2.599
H 1.481 1.220 -2.741
H 2.044 2.652 -1.764
H 4.818 0.212 0.112
H 3.724 -0.738 1.231
H 3.892 1.061 1.438
Rh -0.360 -0.497 0.102
C -0.881 -1.505 1.835
C 1.152 -1.229 -0.637
H -0.392 -2.488 1.883
H -0.613 -0.899 2.715
H -1.975 -1.611 1.838
H 1.821 -2.009 -0.214
H 1.109 -1.338 -1.737
C -4.368 -0.254 0.171
S -2.867 0.604 -0.357
O -2.086 -0.380 -1.239
O -3.319 1.828 -0.972
O -2.002 0.756 0.895
H -4.339 -1.271 -0.245
H -5.193 0.342 -0.248
H -4.373 -0.242 1.272
*
```

Computed properties:
- HOMO (alpha / beta): -2.80 / -4.12 eV
- Orbital gap (alpha / beta): 5.409 / 5.327 eV
- Energy relative to the best compared isomer or geometry (same formula, charge and spin): 0.0 kcal/mol

5.
ORCA calculation (the ωB97M-V functional and the def2-TZVPD basis) on 3 unconnected molecules or ions with the total composition C5H14N in a non-equilibrium geometry.

```
! wB97M-V def2-TZVPD RIJCOSX def2/J DEFGRID3
* xyz 0 2
C 0.330 0.431 0.139
C 1.429 1.292 0.961
C 2.947 1.164 0.124
C 3.435 -0.348 0.040
C 3.256 -1.234 -1.280
N 0.256 -1.053 0.310
H -0.646 0.834 0.341
H 0.521 0.622 -1.011
H 1.497 0.688 1.964
H 1.094 2.273 1.364
H 3.672 1.835 0.631
H 2.769 1.700 -0.986
H 1.321 -1.338 0.368
H 4.307 -0.583 0.591
H 3.453 -2.341 -1.261
H 2.158 -1.251 -1.727
H 3.938 -0.763 -2.145
H -46.531 -0.286 -1.143
H -47.356 -0.387 -0.071
H -0.369 -1.461 1.011
*
```

Computed properties:
- HOMO (alpha / beta): -8.00 / -8.89 eV
- Orbital gap (alpha / beta): 8.163 / 9.049 eV
- Energy relative to the best compared isomer or geometry (same formula, charge and spin): 131.2 kcal/mol

6.
ORCA calculation (the ωB97M-V functional and the def2-TZVPD basis) on a molecular structure, C5H14N in a non-equilibrium geometry.

```
! wB97M-V def2-TZVPD RIJCOSX def2/J DEFGRID3
* xyz 1 1
C 0.315 3.480 -1.918
C 1.325 2.404 -2.175
C 0.688 1.187 -1.440
C -0.594 0.636 -2.022
C -1.812 0.626 -1.036
N -0.720 3.296 -2.729
H 1.080 4.419 -2.319
H 0.293 3.874 -0.911
H 1.485 2.175 -3.181
H 2.219 2.802 -1.869
H 1.383 0.450 -1.002
H 0.163 1.608 -0.625
H -0.867 1.907 -2.868
H -0.133 -0.263 -2.502
H -2.169 1.536 -0.663
H -1.525 -0.087 -0.094
H -2.743 -0.017 -1.403
H 1.303 -17.059 15.342
H 1.508 -17.229 16.121
H -1.199 4.254 -2.705
*
```

Computed properties:
- HOMO: -13.98 eV
- Orbital gap: 6.131 eV
- Energy relative to the best compared isomer or geometry (same formula, charge and spin): 213.6 kcal/mol

7.
ORCA calculation (the ωB97M-V functional and the def2-TZVPD basis) on 2 unconnected molecules or ions with the total composition C5H14N in a non-equilibrium geometry.

```
! wB97M-V def2-TZVPD RIJCOSX def2/J DEFGRID3
* xyz 1 1
C 1.532 -1.907 -1.052
C 1.419 -0.560 -0.349
C 0.648 -0.630 0.968
C 0.372 0.732 1.607
H 1.996 -2.658 -0.420
H 2.103 -1.780 -1.969
H 0.536 -2.251 -1.342
H 0.898 0.153 -1.005
H 2.390 -0.101 -0.150
H 1.110 -1.292 1.699
H -0.318 -1.145 0.806
H 1.177 1.072 2.257
H -0.538 0.771 2.206
H 0.281 1.535 0.864
C -2.203 1.771 -0.391
N -1.793 0.607 -0.719
H -2.137 2.042 0.654
H -2.609 2.428 -1.150
H -1.783 0.357 -1.707
H -1.069 0.132 -0.181
*
```

Computed properties:
- HOMO: -15.10 eV
- Orbital gap: 9.251 eV
- Energy relative to the best compared isomer or geometry (same formula, charge and spin): 34.7 kcal/mol

8.
ORCA calculation (the ωB97M-V functional and the def2-TZVPD basis) on 2 unconnected molecules or ions with the total composition C5H14N in a non-equilibrium geometry.

```
! wB97M-V def2-TZVPD RIJCOSX def2/J DEFGRID3
* xyz 1 1
C 1.702 -0.570 -2.294
C -0.069 1.534 0.990
C -0.792 0.227 1.393
C 0.365 -0.866 1.357
C -1.882 -0.015 0.304
N 0.534 -0.252 -1.438
H 1.675 -1.514 -2.806
H 2.585 -0.757 -1.641
H -0.778 2.294 0.566
H 0.518 1.216 0.053
H -1.248 0.315 2.442
H 0.971 -0.605 2.265
H -0.040 -1.871 1.300
H 1.010 -0.612 0.422
H -2.808 0.662 0.465
H -2.382 -0.973 0.306
H -1.440 0.155 -0.768
H 0.603 1.872 1.730
H -0.214 -0.643 -2.010
H 1.863 0.364 -2.759
*
```

Computed properties:
- HOMO: -14.95 eV
- Orbital gap: 5.399 eV
- Energy relative to the best compared isomer or geometry (same formula, charge and spin): 167.3 kcal/mol

9.
ORCA calculation (the ωB97M-V functional and the def2-TZVPD basis) on a gas-phase ion, C5H14N (charge +1) in a non-equilibrium geometry.

```
! wB97M-V def2-TZVPD RIJCOSX def2/J DEFGRID3
* xyz 1 1
C 1.555 2.086 0.042
C 1.386 0.585 -0.202
C -0.029 0.100 -0.097
C -0.246 -0.232 1.432
C -0.425 -0.983 -1.036
N -1.843 -1.557 -0.661
H 2.376 2.292 0.807
H 1.412 2.754 -0.769
H 0.783 2.404 0.837
H 1.987 -0.241 0.424
H 1.589 0.382 -1.366
H -0.755 0.887 -0.348
H -1.131 -0.785 1.607
H 0.585 -0.926 1.784
H -0.374 0.543 2.197
H 0.335 -1.706 -0.869
H -0.380 -0.688 -2.087
H -1.904 -2.468 -0.224
H -2.408 -1.075 -0.042
H -2.513 -1.371 -1.429
*
```

Computed properties:
- HOMO: -14.46 eV
- SMILES: CC[C@H](C)C[NH3+]
- Orbital gap: 10.640 eV
- Energy relative to the best compared isomer or geometry (same formula, charge and spin): 51.2 kcal/mol

10.
ORCA calculation (the ωB97M-V functional and the def2-TZVPD basis) on a gas-phase ion, C5H14N2 (charge -1) in a non-equilibrium geometry.

```
! wB97M-V def2-TZVPD RIJCOSX def2/J DEFGRID3
* xyz -1 2
C -0.648 -1.977 2.442
C 0.031 -0.770 1.741
N -0.478 -0.596 0.399
C 1.582 0.776 0.079
C 0.096 0.552 -0.306
C -0.280 0.423 -1.786
N -0.297 1.719 -2.544
H -0.342 -2.965 2.023
H -1.730 -1.934 2.298
H -0.582 -1.930 3.555
H -0.174 0.174 2.270
H 1.176 -0.916 1.769
H -0.498 -1.510 -0.092
H 1.739 0.799 1.142
H 2.185 -0.061 -0.266
H 1.901 1.729 -0.576
H -0.491 1.442 0.004
H 0.475 -0.369 -2.294
H -1.269 -0.140 -1.818
H -0.337 1.630 -3.570
H -1.314 2.168 -2.447
*
```

Computed properties:
- HOMO (alpha / beta): 1.41 / -5.22 eV
- Orbital gap (alpha / beta): 2.273 / 8.763 eV
- Energy relative to the best compared isomer or geometry (same formula, charge and spin): 33.8 kcal/mol